The following is a DFT calculation (ωB97M-V/def2-TZVPD) of a molecular structure, C31H26HgN4O5.

The calculation puts the total energy at -1945.657064 Eh. Its total charge is -1. The spin multiplicity is 2. As for the HOMO energy (alpha / beta): -2.75 / -5.77 eV. For the orbital gap (alpha / beta), the calculation gives 0.200 / 0.309 Eh. The relative energy (zero: lowest compared OMol25 entry of this formula, charge and spin) comes out at 0.0 kJ/mol. Its expectation value of S² is 0.77.

The geometry in XYZ format:
```
67
C31H26HgN4O5 | the Open Molecules 2025 dataset | ωB97M-V/def2-TZVPD
Hg 0.292 -0.741 -0.644
C 3.562 -2.534 2.574
C 3.578 -3.831 2.089
C 3.156 -4.056 0.791
C 2.726 -3.007 0.008
N 2.683 -1.752 0.479
C 3.079 -1.544 1.748
C 2.302 -3.264 -1.392
C 2.717 -4.342 -2.134
C 2.193 -4.491 -3.443
C 1.412 -3.520 -4.006
C 1.038 -2.372 -3.191
N 1.451 -2.359 -1.883
C 0.345 -1.245 -3.690
C 0.040 -1.074 -5.070
C -0.558 0.070 -5.509
C -0.863 1.089 -4.586
C -0.578 0.905 -3.276
N 0.063 -0.233 -2.831
H 3.828 -2.331 3.589
H 3.907 -4.616 2.763
H 3.168 -5.062 0.389
H 2.939 -0.544 2.109
H 3.542 -4.980 -1.763
H 2.546 -5.331 -4.058
H 1.045 -3.627 -5.028
H 0.381 -1.817 -5.786
H -0.838 0.209 -6.561
H -1.410 1.988 -4.874
H -0.939 1.599 -2.501
O -0.493 1.363 0.203
C -0.436 1.565 1.623
C 0.122 0.238 2.328
O 0.317 0.271 3.528
O 0.309 -0.793 1.615
C -1.848 1.883 2.152
C -2.483 1.141 3.142
C -3.755 1.508 3.569
C -4.409 2.550 2.935
C -3.790 3.277 1.916
C -2.511 2.965 1.550
C 0.527 2.699 1.936
C 0.470 3.239 3.236
C 1.371 4.244 3.565
C 2.264 4.735 2.620
C 2.320 4.194 1.334
C 1.425 3.168 0.981
H -1.477 1.358 -0.114
H -1.962 0.292 3.604
H -4.155 1.011 4.416
H -5.436 2.781 3.171
H -4.382 4.090 1.448
H -2.058 3.531 0.757
H -0.221 2.935 4.009
H 1.403 4.637 4.569
H 2.944 5.542 2.890
H 3.005 4.620 0.569
H 1.447 2.713 0.003
N -1.954 -1.908 -0.903
C -3.005 -1.097 -0.362
C -3.187 0.129 -1.290
O -3.698 -0.108 -2.390
O -2.755 1.263 -0.876
H -2.095 -2.047 -1.917
H -1.910 -2.829 -0.446
H -2.722 -0.746 0.643
H -3.990 -1.603 -0.329
```

The following is a DFT calculation (ωB97M-V/def2-TZVPD) of C6H11NO3 in the gas phase.

The calculation puts the total energy at -515.687356 Eh. Its SMILES is CC(=O)[C@H](C)[C@H](O)C(N)=O. As for the HOMO energy: -9.39 eV. For the orbital gap, the calculation gives 0.361 Eh. The relative energy (zero: lowest compared OMol25 entry of this formula, charge and spin) comes out at 165.1 kJ/mol.

The geometry in XYZ format:
```
21
C6H11NO3 | the Open Molecules 2025 dataset | ωB97M-V/def2-TZVPD
C 1.572 -1.465 0.316
C 0.802 -0.310 0.924
O 1.358 0.456 1.734
C -0.745 -0.280 0.825
C -1.415 -1.445 0.103
C -0.950 1.066 0.167
O -2.154 1.266 -0.485
C 0.351 1.159 -0.978
N 1.203 2.202 -0.820
O 0.232 0.552 -2.034
H 1.963 -2.077 1.133
H 2.408 -1.062 -0.260
H 0.992 -2.107 -0.344
H -1.122 -0.250 1.854
H -1.170 -2.392 0.591
H -2.503 -1.329 0.087
H -1.085 -1.531 -0.937
H -0.748 1.892 0.850
H -2.205 0.651 -1.239
H 1.770 2.493 -1.604
H 1.444 2.509 0.116
```

The following is a DFT calculation (ωB97M-V/def2-TZVPD) of 2 unconnected molecules or ions with the total composition C3H4F2O.

The calculation puts the total energy at -391.486650 Eh. As for the HOMO energy (alpha / beta): -8.34 / -8.99 eV. For the orbital gap (alpha / beta), the calculation gives 0.302 / 0.347 Eh. The relative energy (zero: lowest compared OMol25 entry of this formula, charge and spin) comes out at 488.7 kJ/mol.

The geometry in XYZ format:
```
10
C3H4F2O | the Open Molecules 2025 dataset | ωB97M-V/def2-TZVPD
C 0.693 -1.288 0.331
C 0.575 -0.096 -0.089
C -2.149 0.109 -0.121
O -2.293 1.015 0.803
F -2.251 -1.147 0.333
F -2.897 0.279 -1.273
H 1.337 -2.005 -0.038
H 0.090 -1.672 1.079
H 0.584 0.590 -0.985
H -3.163 1.017 1.264
```

The following is a DFT calculation (ωB97M-V/def2-TZVPD) of a gas-phase ion, CHN2OS (charge -1).

The calculation puts the total energy at -621.564044 Eh. Its total charge is -1. Its SMILES is N#CN([O-])S. As for the HOMO energy: -2.61 eV. For the orbital gap, the calculation gives 0.225 Eh. The relative energy (zero: lowest compared OMol25 entry of this formula, charge and spin) comes out at 224.0 kJ/mol.

The geometry in XYZ format:
```
6
CHN2OS | the Open Molecules 2025 dataset | ωB97M-V/def2-TZVPD
N -3.591 -0.869 -0.317
C -2.642 -0.233 -0.004
N -1.568 0.457 0.088
O -1.556 1.750 0.374
S -0.211 -0.622 0.737
H 0.570 0.284 0.491
```